1.
DFT (ωB97M-V/def2-TZVPD) results for a molecular structure, C24H32ClF6I2NO21SSi2 at a distorted geometry.

For the LUMO energy, the calculation gives -0.2852 eV. The charge is 0.

XYZ file:
```
90
Properties=species:S:1:pos:R:3:forces:R:3
C 1.4480 -0.8257 -3.2333 -0.681 -0.066 0.100
C 0.7078 -2.2508 -2.9036 -0.132 0.750 0.786
N 1.3138 -3.4489 -3.6641 -1.620 -0.632 2.418
C 2.6792 -3.7219 -3.0730 1.139 0.629 -0.065
C 3.3904 -5.1117 -3.5727 0.390 0.019 0.224
Si 4.7246 -5.5486 -2.1988 -1.057 -0.824 -1.560
S 3.8575 -5.5931 -0.1942 -0.322 -0.323 0.198
Cl 6.1163 -3.9063 -2.2143 -1.028 -1.253 0.238
O 5.4319 -7.1076 -2.6016 2.504 2.361 1.697
Si 7.1028 -7.2406 -2.0736 -0.497 -2.780 -1.054
O 7.5383 -8.9760 -2.0559 0.293 3.076 1.839
I 8.7181 -6.2033 -3.7118 -0.837 -0.447 0.706
I 7.5443 -6.3597 0.2043 -0.041 -0.358 -0.647
C 0.3266 -4.5752 -3.3935 -1.449 -4.553 -5.045
C -0.2954 -4.9727 -1.9261 0.329 0.947 0.322
O -0.0404 -5.3431 -4.4522 2.257 4.723 6.526
H 0.9890 -0.0173 -2.4857 1.053 -2.059 -2.081
H 2.6100 -0.8423 -2.9956 -2.459 -0.189 -0.728
H 1.2207 -0.5519 -4.3691 0.758 -0.464 2.499
H -0.4563 -2.2459 -3.1477 2.554 0.316 0.295
H 0.7794 -2.3968 -1.7228 -0.055 0.095 -2.293
H 3.3889 -2.8334 -3.4364 -1.648 -1.992 0.766
H 2.6239 -3.6039 -1.8890 0.207 -0.595 -2.267
H 2.6867 -6.0456 -3.6187 1.050 1.866 -0.032
H 3.9582 -4.9895 -4.6109 -1.430 -0.212 2.192
H 2.8935 -6.6093 -0.0805 1.125 0.853 -0.853
H 8.1497 -9.0865 -1.2490 -1.320 0.109 -1.791
H -0.6069 -6.1081 -1.8212 0.954 2.427 -0.633
H 0.4952 -4.6558 -1.0927 -1.784 -0.810 -1.690
H -1.2734 -4.3414 -1.7344 2.029 -1.141 -0.454
C -0.2924 4.4004 -2.3552 -0.137 1.124 -0.006
C -0.0949 3.6430 -3.6237 -0.101 0.305 -0.539
O 0.5688 2.4710 -3.2078 -0.503 -0.359 0.901
C 0.1449 2.2579 -1.9304 0.125 -1.532 1.588
O 0.2795 1.2038 -1.3316 -0.450 2.481 -0.767
O -0.4571 3.3678 -1.4040 0.516 -1.627 -0.212
F 0.7194 4.3173 -4.4662 0.112 0.086 -0.376
H 0.5778 5.0077 -2.0845 -0.195 -0.529 -0.511
H -1.1740 5.0462 -2.3893 0.589 -0.651 0.342
H -1.0250 3.3769 -4.1371 0.242 0.070 -0.104
C -3.2488 8.6272 -3.6069 -0.895 0.891 -0.303
C -1.8053 8.5460 -3.2444 0.486 0.375 0.466
O -1.6199 7.1838 -2.9328 -0.596 -0.135 -0.882
C -2.5353 6.5187 -3.6920 -0.469 -2.738 -0.755
O -2.5036 5.3185 -3.9072 -0.493 2.953 0.247
O -3.4901 7.3624 -4.1900 0.807 -0.896 0.251
F -1.5444 9.2755 -2.1366 0.237 0.180 0.207
H -3.8982 8.7544 -2.7343 0.272 0.019 0.053
H -3.4545 9.4322 -4.3175 -0.019 -0.284 -0.005
H -1.1230 8.8354 -4.0508 0.052 0.040 0.228
C -1.3870 7.4511 1.8577 -0.999 -0.346 0.827
C -0.6267 8.6768 1.4815 0.318 0.618 0.553
O 0.3959 8.1863 0.6444 -0.667 -0.583 -0.523
C -0.1286 7.0733 0.0589 1.045 -1.503 -2.147
O 0.3439 6.5312 -0.9264 -0.971 1.857 2.889
O -1.2542 6.6424 0.7060 0.942 0.252 -0.934
F -0.0536 9.2413 2.5680 0.055 0.273 0.060
H -0.9532 6.9310 2.7183 0.118 0.273 -0.093
H -2.4386 7.6625 2.0691 0.134 -0.114 -0.185
H -1.2182 9.4237 0.9413 0.148 0.053 0.136
C 1.1827 -7.3003 4.0605 -0.429 -0.994 0.806
C 2.3431 -6.3698 3.9648 0.900 -0.179 0.049
O 2.1216 -5.6905 2.7498 -0.951 0.119 0.223
C 0.7681 -5.6764 2.5932 -1.679 1.607 -1.925
O 0.1770 -4.9493 1.8123 1.272 -1.770 1.740
O 0.1521 -6.5716 3.4242 0.280 0.908 -0.727
F 3.5040 -7.0553 3.8639 0.230 0.063 0.101
H 1.3478 -8.2401 3.5228 0.229 0.171 0.022
H 0.9183 -7.5304 5.0961 -0.142 0.128 -0.219
H 2.4072 -5.6464 4.7847 0.171 -0.082 -0.093
C -3.4522 -5.3100 2.8553 0.599 1.040 -0.543
C -4.6600 -6.1489 2.6125 -0.270 -0.330 -0.697
O -4.4810 -7.2438 3.4820 0.200 0.622 0.641
C -3.7545 -6.7531 4.5250 0.667 -1.278 2.839
O -3.6329 -7.3171 5.5998 -0.206 1.320 -2.562
O -3.1842 -5.5469 4.2228 -0.509 -0.933 0.516
F -4.6781 -6.6122 1.3425 -0.233 -0.045 -0.198
H -2.5906 -5.6246 2.2569 -0.211 -0.084 -0.062
H -3.6389 -4.2487 2.6705 0.082 -0.151 0.216
H -5.6073 -5.6487 2.8405 0.000 -0.142 -0.171
C -3.3064 6.0258 6.1393 -0.434 -0.972 0.758
C -2.1459 6.9563 6.0437 0.902 -0.187 0.128
O -2.3675 7.6356 4.8287 -0.849 0.122 0.259
C -3.7210 7.6497 4.6721 -1.974 1.590 -1.900
O -4.3120 8.3768 3.8912 1.479 -1.788 1.716
O -4.3370 6.7545 5.5031 0.357 0.937 -0.719
F -0.9851 6.2708 5.9428 0.245 0.067 0.075
H -3.1413 5.0860 5.6017 0.230 0.168 0.025
H -3.5707 5.7956 7.1750 -0.122 0.129 -0.217
H -2.0819 7.6797 6.8636 0.176 -0.082 -0.099
```
Positions in Å, forces in eV/Å.

Atom charges from the Mulliken analysis, given in e for atoms 1 to 2: -0.60, -0.26

2.
DFT (ωB97M-V/def2-TZVPD) results for a molecular structure, C24H32HfNS at a distorted geometry.

For the LUMO energy (spin up / spin down), the calculation gives -3.4778 / -3.5067 eV. The charge is +1.

XYZ file:
```
59
Properties=species:S:1:pos:R:3:forces:R:3
C -2.4717 0.4937 -0.6293 -0.150 1.341 0.603
C -1.4527 1.4037 -1.0699 -0.721 -0.335 0.702
C -0.7204 1.8527 0.0766 -1.192 -0.140 0.435
C -1.3112 1.2642 1.2449 -1.386 0.791 -0.618
C -2.3850 0.3950 0.8084 -0.806 1.779 -0.113
Hf -0.5033 -0.5845 0.0683 2.328 -1.992 0.584
C 2.3104 -0.9910 1.5983 -1.701 0.144 -1.617
C 1.0157 -1.8461 1.4719 2.327 -0.592 -1.065
H 1.1789 -2.9385 1.2772 0.159 1.080 -0.025
C -0.2135 -1.5020 2.1008 -1.324 1.035 0.256
H -0.3127 -0.8138 2.9263 0.339 -0.002 0.291
H -1.0394 -2.2144 2.1539 0.414 -0.450 0.185
C 3.6287 -1.7843 1.5916 0.010 -0.361 0.447
H 3.7089 -2.4612 0.7245 -0.151 0.314 0.217
H 4.5001 -1.1164 1.5955 -0.207 -0.042 -0.141
H 3.7707 -2.4518 2.4901 -0.556 0.775 -0.664
C 2.2243 0.1408 2.5833 -0.481 0.510 1.435
H 1.4399 0.8620 2.2633 0.460 -0.453 0.370
H 1.9686 -0.1602 3.6443 0.373 0.056 -1.110
H 3.1756 0.6855 2.6008 -0.197 -0.020 0.125
C -1.3467 1.9414 -2.4574 0.175 -0.032 -0.320
H -1.4519 1.1454 -3.2077 -0.023 0.218 0.097
H -2.1443 2.6827 -2.6409 0.280 -0.273 0.079
H -0.3827 2.4324 -2.6248 -0.200 -0.045 0.020
C 0.3472 2.8977 0.0650 0.240 0.177 0.034
H 1.0428 2.7447 -0.7667 -0.180 0.163 0.161
H -0.0994 3.9009 -0.0329 0.156 -0.311 0.025
H 0.9373 2.8842 0.9894 -0.139 0.032 -0.186
C -1.1137 1.7305 2.6530 0.067 -0.083 0.262
H -0.1661 2.2668 2.7687 -0.200 -0.117 0.056
H -1.9233 2.4242 2.9298 0.233 -0.178 -0.114
H -1.1340 0.9000 3.3661 0.016 0.254 -0.055
C -3.3870 -0.2931 1.6789 -0.079 -0.014 0.177
H -2.9896 -0.4668 2.6846 -0.096 0.017 -0.182
H -4.2922 0.3268 1.7678 0.158 -0.229 0.029
H -3.6845 -1.2618 1.2559 -0.052 0.160 0.137
C -3.5925 -0.0334 -1.4674 -0.033 -0.145 -0.220
H -3.9991 -0.9632 -1.0507 -0.017 0.190 -0.118
H -4.4056 0.7125 -1.5086 0.241 -0.338 -0.017
H -3.2639 -0.2368 -2.4962 -0.155 0.050 0.222
C 1.2482 0.0511 -0.9457 4.742 1.098 -3.593
C 2.3854 0.1730 0.0280 0.567 -5.489 -1.023
C 1.7024 0.7062 -2.3203 -1.205 -1.119 2.812
C 3.4962 1.0142 -0.1751 0.601 1.664 -1.099
H 2.8082 -1.1240 -0.7182 -1.202 2.957 1.391
C 2.7134 1.6237 -2.3761 -1.471 -0.192 -2.454
H 1.1878 0.4979 -3.2440 -0.593 -0.069 0.110
C 3.5497 1.8133 -1.3213 1.224 0.122 3.025
H 4.3195 1.0500 0.5483 -0.440 0.035 -0.211
H 2.8594 2.2314 -3.3198 -0.086 -0.950 1.135
H 4.2467 2.6230 -1.4067 0.705 -0.006 0.129
S -2.4161 -4.3438 -1.6201 0.734 1.081 -0.481
C -1.6688 -3.5995 -3.0262 -0.272 -0.382 0.105
C -0.9855 -2.4782 -2.7000 -0.027 0.368 1.758
N -1.0151 -2.1967 -1.3096 -2.307 -2.430 -0.120
C -1.7952 -3.1049 -0.6156 1.631 0.870 -2.398
H -1.7696 -4.0284 -4.0274 -0.054 0.114 0.575
H -0.4292 -1.7816 -3.3497 -0.422 -0.662 0.409
H -1.8999 -3.0950 0.4731 -0.056 0.054 -0.453
```
Positions in Å, forces in eV/Å.

Atom charges from the Mulliken analysis, given in e for atoms 1 to 2: 0.59, 1.05

3.
DFT (ωB97M-V/def2-TZVPD) results for a molecular structure, C24H32N2O2 at a distorted geometry.

The energy relative to the best compared isomer or geometry (same formula, charge and spin) comes out at 2211.83 kJ/mol. For the LUMO energy, the calculation gives 0.6004 eV. The charge is 0.

XYZ file:
```
60
Properties=species:S:1:pos:R:3:forces:R:3
C 5.0909 -1.2306 3.9509 -4.762 -1.661 -8.375
H 5.3013 -1.6839 2.8312 0.134 0.913 3.105
O 3.6294 -1.2486 4.0679 4.328 -1.105 1.926
C 3.0496 -0.3685 3.3034 7.976 -3.202 1.082
C 1.8617 -0.3068 3.5110 -17.820 1.382 6.235
C 0.9234 0.5924 2.9356 3.045 -0.312 -0.695
C 1.4270 1.4545 1.9328 3.495 -7.508 3.865
C 2.7685 1.0688 1.5507 -3.929 -2.880 7.642
C 3.6084 0.2733 2.3335 1.383 4.660 -6.279
H 4.6262 0.3604 2.0181 0.548 -0.667 0.302
H 3.0132 1.6547 0.8908 3.864 5.390 -7.432
C 0.5364 1.9722 1.1062 3.005 9.679 -4.551
C -0.6198 1.9640 0.6711 -11.376 -2.530 1.280
C -1.7047 2.8445 -0.0363 6.412 0.528 -4.165
N -1.8321 2.2650 -1.4513 -7.500 3.052 8.149
C -0.7301 2.2518 -2.1432 -2.678 -7.055 -9.132
H -0.9090 2.6098 -3.3235 0.445 -0.675 2.465
C -0.2488 0.7710 -2.2265 -0.100 -2.582 -2.876
N -1.4402 -0.2552 -2.9180 2.428 7.751 1.034
C -2.7237 0.5060 -2.6203 -0.977 -6.665 -0.268
H -2.7529 1.0354 -3.5590 -1.075 1.061 0.385
C -2.8999 1.2902 -1.2198 0.945 -1.024 -7.379
H -3.9528 1.6086 -1.2827 0.567 0.851 0.383
H -2.7454 0.6610 -0.4242 0.444 -1.523 1.962
H -3.4316 -0.6385 -2.7957 0.779 3.987 0.673
C -1.3044 -1.5733 -2.5145 -0.842 3.179 4.522
C -1.2113 -1.7290 -1.0437 -6.780 -3.816 4.331
C -2.7012 -2.1090 -0.3273 10.904 2.216 4.709
C -2.6353 -2.0920 1.1216 -6.948 -1.355 -6.628
C -1.5286 -2.1500 1.7939 3.736 -0.865 5.194
C -0.3455 -2.1914 1.1952 6.757 1.667 -2.093
C -0.1091 -1.9830 -0.2165 -8.611 -0.075 2.349
H 0.7205 -1.7959 -0.6482 6.414 0.779 -2.264
H 0.7429 -2.0800 1.7332 -3.137 -0.820 -0.584
C -1.5481 -2.4103 3.2928 -8.448 -1.300 -1.546
H -2.3354 -1.6969 3.8083 1.309 -1.212 -1.050
H -2.1116 -3.4994 3.4138 1.779 2.569 0.035
H -0.7524 -2.3142 3.8528 4.581 0.088 2.263
H -3.6547 -2.3306 1.5268 1.138 0.615 0.395
H -3.5565 -1.9915 -0.7493 -5.238 0.404 -3.174
H -2.1007 -1.9073 -3.0064 -2.708 -3.550 -1.664
H -0.3759 -1.8134 -2.5837 5.812 -2.437 -3.347
C 1.1125 0.5521 -2.9736 -2.079 -3.549 -2.850
C 1.0385 0.8910 -4.5524 0.927 -7.941 0.523
H 0.5735 1.7063 -4.6325 -3.312 6.838 -0.828
O 0.0876 -0.0921 -5.3789 2.118 1.707 2.035
H -0.6613 -0.1436 -4.7643 -0.275 -0.223 0.109
H 1.9322 0.8705 -5.1664 0.348 -0.061 0.576
H 1.3739 -0.6337 -2.9573 -0.169 2.924 0.408
H 1.7808 1.1799 -2.4693 1.657 0.605 0.580
H -0.1039 0.3274 -1.2481 -0.189 0.487 0.386
H 0.0555 2.7053 -1.9060 5.984 4.596 3.047
H -1.1999 3.7304 -0.3628 0.502 1.462 0.652
H -2.5937 3.1879 0.3668 -1.769 -0.436 1.341
H -1.3595 1.2413 1.1434 1.215 -0.732 -0.406
H 0.8356 3.0853 0.6448 0.769 -2.044 0.815
H -0.1106 0.5444 3.1152 -1.100 0.035 0.679
H 1.3121 -0.8269 4.5836 2.157 0.989 -3.498
H 5.5609 -0.3750 4.1005 1.449 4.650 0.024
H 5.3282 -1.7346 4.7055 2.470 -5.260 5.621
```
Positions in Å, forces in eV/Å.

Atom charges from the Mulliken analysis, given in e for atoms 1 to 2: -1.14, 0.29